Record 1
Here is an isolated molecule of C5H10OSi at a distorted geometry from the OMol25 dataset. Energies are from ωB97M-V/def2-TZVPD.

Calculated values
SMILES: C#CC(C)(C)O[SiH3]
Strongest force on any atom (eV Å⁻¹): 4.84
Kohn-Sham gap (eV): 11.073
Energy above the lowest of the compared OMol25 structures with the same formula, charge and spin (kJ/mol): 215.53
2S+1: 1

The geometry in XYZ format:
```
17
C5H10OSi (ωB97M-V/def2-TZVPD)
C -0.58855 -2.58240 -0.03528
C -0.47109 -1.39389 -0.11061
C -0.45159 0.05350 0.02796
C -0.87570 0.74081 -1.28472
C -1.28417 0.54885 1.22108
O 1.05451 0.58437 0.32693
Si 2.56048 0.09742 0.04859
H -1.09751 -3.55520 0.13142
H -1.86575 0.49763 -1.55211
H -1.00886 1.88901 -1.15382
H -0.25061 0.58221 -2.23763
H -1.51620 1.70829 1.22172
H -0.82730 0.19597 2.18342
H -2.30941 0.27899 1.26972
H 3.17256 1.33711 0.57131
H 2.90329 0.05697 -1.45878
H 2.85590 -1.03963 0.83080
```

Record 2
Here is a structure of composition C5H10P2 at a distorted geometry from the OMol25 dataset. Energies are from ωB97M-V/def2-TZVPD.

Calculated values
Strongest force on any atom (eV Å⁻¹): 5.67
Kohn-Sham gap (alpha / beta) (eV): 6.974 / 7.694
Energy above the lowest of the compared OMol25 structures with the same formula, charge and spin (kJ/mol): 152.66
2S+1: 1

The geometry in XYZ format:
```
17
C5H10P2 (ωB97M-V/def2-TZVPD)
C -0.80220 -0.07220 -0.07494
C -3.21974 0.65083 0.41321
C 2.55718 -0.64037 0.46955
C 0.35045 -0.65726 -0.82826
C 1.65993 0.05167 -0.53550
P -2.62699 -1.09535 0.17048
P -1.59237 1.52382 -0.04286
H -3.95992 1.25172 -0.13598
H -3.45421 0.83468 1.46968
H 3.23479 -0.04387 0.99615
H 3.15338 -1.51100 0.10127
H 1.81067 -1.07756 1.17337
H -0.08202 -0.78714 -1.90749
H 0.46537 -1.78597 -0.63498
H 1.51074 1.12066 -0.28875
H 2.09372 0.19550 -1.55215
H -1.09877 2.04184 1.20719
```

Record 3
Here is an isolated molecule of C5H10S at a distorted geometry from the OMol25 dataset. Energies are from ωB97M-V/def2-TZVPD.

Calculated values
SMILES: C[C@H]1SC1(C)C
Strongest force on any atom (eV Å⁻¹): 2.22
Kohn-Sham gap (eV): 9.430
Energy above the lowest of the compared OMol25 structures with the same formula, charge and spin (kJ/mol): 122.23
2S+1: 1

The geometry in XYZ format:
```
16
C5H10S (ωB97M-V/def2-TZVPD)
C -1.08028 1.89056 0.35990
C 0.01480 0.82962 0.54419
S -0.20065 -0.87105 1.13041
C 0.28635 -0.20172 -0.52249
C 1.77613 -0.24643 -0.71034
C -0.63177 -0.68807 -1.63009
H -0.51228 2.56258 -0.25206
H -1.92284 1.44681 -0.14817
H -1.46318 2.25656 1.30486
H 0.91567 1.29070 0.87643
H 2.20196 -1.22674 -0.67712
H 2.16178 0.37171 -1.61163
H 2.31494 0.14014 0.15842
H -0.47889 0.00180 -2.40024
H -1.75130 -0.76489 -1.47459
H -0.44679 -1.64570 -2.10943
```

Record 4
Here is an isolated molecule of C5H10S at a distorted geometry from the OMol25 dataset. Energies are from ωB97M-V/def2-TZVPD.

Calculated values
SMILES: C=C(C)CCS
Strongest force on any atom (eV Å⁻¹): 3.66
Kohn-Sham gap (eV): 9.828
Energy above the lowest of the compared OMol25 structures with the same formula, charge and spin (kJ/mol): 293.78
2S+1: 1

The geometry in XYZ format:
```
16
C5H10S (ωB97M-V/def2-TZVPD)
C -0.20303 0.07190 -2.12041
C 0.15853 0.27853 -0.84090
C 1.77698 0.35316 -0.51990
C -0.75564 0.47967 0.38175
C -0.21140 -0.50068 1.44980
S -1.52008 -0.51471 2.68364
H -1.27936 0.24895 -2.38420
H 0.61230 -0.37207 -2.89025
H 2.14789 1.34538 0.01828
H 2.16186 -0.59842 0.01129
H 2.01468 0.28352 -1.62493
H -1.10369 1.53713 0.69211
H -1.77959 -0.09757 0.01060
H -0.09812 -1.56851 1.01348
H 0.66063 -0.02902 2.17983
H -2.58197 -0.91726 1.93983
```

Record 5
Here is a structure of composition C5H11AgO4 at a distorted geometry from the OMol25 dataset. Energies are from ωB97M-V/def2-TZVPD.

Calculated values
Strongest force on any atom (eV Å⁻¹): 1.20
Kohn-Sham gap (eV): 7.148
Energy above the lowest of the compared OMol25 structures with the same formula, charge and spin (kJ/mol): 0.00
2S+1: 1

The geometry in XYZ format:
```
21
C5H11AgO4 (ωB97M-V/def2-TZVPD)
C -0.15339 -2.48541 0.31222
C -0.00967 -2.10206 1.78772
O 1.27467 -2.07001 2.27364
H -0.85308 -3.32794 0.18496
H -0.54396 -1.63957 -0.27442
H 0.81833 -2.79925 -0.10175
H -0.66136 -2.79942 2.37097
H -0.50694 -1.10120 1.90220
O -0.10550 2.09691 0.61997
C 0.56758 1.55759 -0.37471
O 1.38496 0.67456 -0.18409
O 0.37042 2.14199 -1.53895
C 0.70142 1.39613 -2.72014
H 1.67988 1.71312 -3.10309
H 0.71319 0.31780 -2.50091
H -0.07813 1.63700 -3.44742
C -1.50898 1.84295 0.77640
H -2.09317 2.53034 0.15396
H -1.73960 0.80312 0.51882
H -1.71845 2.02791 1.83389
Ag 2.46178 -0.41457 1.51073
```

Record 6
Here is a structure of composition C5H11B at a distorted geometry from the OMol25 dataset. Energies are from ωB97M-V/def2-TZVPD.

Calculated values
Strongest force on any atom (eV Å⁻¹): 5.00
Kohn-Sham gap (eV): 9.917
Energy above the lowest of the compared OMol25 structures with the same formula, charge and spin (kJ/mol): 211.18
2S+1: 1

The geometry in XYZ format:
```
17
C5H11B (ωB97M-V/def2-TZVPD)
B 0.33124 0.25259 -0.40139
C -0.95390 -1.21191 1.99351
C -1.45687 -0.20582 1.29066
C 0.05616 -1.09830 -1.23144
C 1.62335 1.20404 -0.92771
C -0.56242 0.80866 0.66618
H -1.54032 -2.08636 2.27769
H 0.04041 -1.19639 2.47732
H -2.55407 -0.20876 1.10510
H -0.73291 -1.64711 -0.68909
H 0.99115 -1.67228 -1.39919
H -0.40427 -1.01710 -2.22225
H 1.47916 1.70469 -1.84536
H 2.38901 0.38355 -1.06350
H 1.78808 1.86854 -0.12014
H -1.32897 1.83091 0.03925
H 0.03080 1.22915 1.40306
```